Entry 1:
Below is 6 unconnected molecules or ions with the total composition C34H32F48O7P in a non-equilibrium geometry, with properties calculated with ωB97M-V/def2-TZVPD.

The geometry in XYZ format:
```
122
Properties=species:S:1:pos:R:3:mulliken_charge:R:1
C -2.5511 3.6250 -5.6250 -0.844
P -4.0500 4.7094 -5.1346 0.149
O -4.4342 5.7674 -6.5021 -0.478
C -3.6244 5.9246 -3.7026 -1.041
C -3.0242 5.0990 -2.4195 0.797
C -4.1678 4.5957 -1.3365 -0.601
O -3.9149 5.0739 0.0519 -0.252
C -2.9657 4.0837 0.6464 -0.655
C -2.1956 4.6304 1.9862 0.753
F -1.6018 3.4550 2.6675 -0.230
F -3.2755 5.1541 2.9022 -0.318
C -1.1676 5.8827 1.7383 0.487
F -1.5840 6.8364 0.6798 -0.206
F -1.1694 6.6788 3.0227 -0.324
C 0.3943 5.4565 1.4785 0.593
F 1.1584 6.7511 1.3320 -0.292
F 1.0396 4.7452 2.6181 -0.236
C 0.6656 4.6120 0.0998 0.050
F 0.2668 3.1707 0.1729 -0.220
F 0.1349 5.2946 -1.1393 -0.256
H -1.7530 4.2569 -6.2300 0.196
H -2.9866 2.7223 -6.2725 0.272
H -2.0086 3.1032 -4.7014 0.205
H -3.7341 6.4999 -6.5142 0.284
H -2.7917 6.6391 -4.1532 0.078
H -2.2942 5.8194 -1.8322 -0.172
H -2.4632 4.1504 -2.8248 -0.151
H -5.2014 4.9951 -1.7246 0.337
H -4.0978 3.4236 -1.2982 0.231
H -3.6605 3.1826 1.0079 0.284
H -2.2450 3.6027 -0.1633 0.302
H 1.8492 4.6018 -0.0558 0.283
C 2.0890 1.8412 3.8298 -0.557
C 3.4502 1.6904 4.5259 0.943
C 4.6380 1.5087 3.5858 0.041
F 4.5294 0.3960 2.8257 -0.136
F 5.7917 1.3764 4.2952 -0.296
F 3.3771 0.6814 5.4348 -0.286
F 3.6572 2.8316 5.2580 -0.330
O 1.2950 0.6552 3.7314 -0.361
C 1.6005 -0.1947 2.6270 0.711
C 2.1409 -1.5629 3.0599 0.784
F 3.2619 -1.4447 3.8163 -0.257
F 2.4790 -2.3196 1.9822 -0.226
F 2.4314 0.4581 1.7794 -0.299
F 0.4310 -0.3559 1.9504 -0.274
H 1.4917 2.5124 4.4599 0.415
H 2.1642 2.3651 2.8694 0.165
H 4.7554 2.3724 2.9249 0.280
H 1.3965 -2.1108 3.6454 -0.273
C -6.6627 6.7897 4.8001 -0.771
C -7.0814 5.7286 3.7710 0.893
C -6.7116 6.0508 2.3264 0.378
F -7.2946 7.1881 1.8856 -0.237
F -7.1305 5.0588 1.4944 -0.286
F -8.4127 5.4829 3.9002 -0.291
F -6.4553 4.5593 4.1203 -0.316
O -7.6727 7.7249 5.1898 -0.420
C -7.8369 8.8443 4.3208 0.772
C -9.2111 8.8742 3.6410 0.201
F -9.4388 7.7486 2.9170 -0.201
F -9.3068 9.9177 2.7748 -0.256
F -6.8095 8.8775 3.4385 -0.262
F -7.6887 9.9461 5.1054 -0.303
H -6.4273 6.2480 5.7251 0.433
H -5.7240 7.2886 4.5307 0.376
H -5.6284 6.1451 2.2067 0.056
H -10.0122 8.9661 4.3806 0.227
C 0.7246 -6.9698 4.7085 -0.681
C -0.5314 -7.8456 4.8345 0.849
C -1.5361 -7.6988 3.6959 0.100
F -2.0188 -6.4402 3.5922 -0.196
F -2.6124 -8.5054 3.9027 -0.287
F -1.1133 -7.6197 6.0428 -0.273
F -0.1112 -9.1508 4.8661 -0.333
O 0.7116 -5.7383 5.4364 -0.386
C 0.0648 -4.6483 4.7816 0.830
C -1.1871 -4.1656 5.5239 0.169
F -2.0983 -5.1607 5.6736 -0.219
F -1.8099 -3.1702 4.8386 -0.246
F -0.1815 -4.9859 3.4930 -0.291
F 0.9852 -3.6472 4.7341 -0.401
H 1.5462 -7.5400 5.1604 0.428
H 1.0338 -6.8268 3.6662 0.324
H -1.0921 -7.9821 2.7372 0.282
H -0.9321 -3.7907 6.5197 0.253
C 3.7395 -3.5469 -1.0032 -0.804
C 4.6168 -4.5697 -0.2654 0.945
C 5.9065 -4.0065 0.3235 0.126
F 6.7234 -3.4901 -0.6218 -0.216
F 6.6145 -4.9875 0.9466 -0.292
F 4.8653 -5.6218 -1.0905 -0.276
F 3.8651 -5.0777 0.7633 -0.317
O 3.8788 -3.5053 -2.4264 -0.387
C 4.9587 -2.7094 -2.9117 0.772
C 6.0265 -3.5345 -3.6400 0.806
F 6.5478 -4.5002 -2.8410 -0.233
F 7.0673 -2.7525 -4.0318 -0.277
F 5.4629 -1.9739 -1.8919 -0.275
F 4.4012 -1.8164 -3.7737 -0.297
H 2.6995 -3.8593 -0.8444 0.416
H 3.7943 -2.5469 -0.5565 0.379
H 5.6970 -3.2302 1.0653 0.252
H 5.6086 -4.0210 -4.5265 -0.273
C 3.1269 -5.3670 -7.6917 -0.789
C 4.4882 -5.5178 -6.9956 1.033
C 5.6760 -5.6995 -7.9356 0.058
F 5.5674 -6.8122 -8.6957 -0.221
F 6.8297 -5.8318 -7.2262 -0.271
F 4.4150 -6.5268 -6.0866 -0.311
F 4.6951 -4.3766 -6.2635 -0.406
O 2.3330 -6.5530 -7.7901 -0.400
C 2.6385 -7.4029 -8.8945 0.749
C 3.1788 -8.7711 -8.4616 0.210
F 4.2999 -8.6529 -7.7052 -0.206
F 3.5170 -9.5277 -9.5393 -0.257
F 3.4693 -6.7501 -9.7421 -0.267
F 1.4690 -7.5641 -9.5711 -0.298
H 2.5296 -4.6957 -7.0615 0.471
H 3.2022 -4.8431 -8.6521 0.337
H 5.7934 -4.8358 -8.5966 0.299
H 2.4344 -9.3190 -7.8761 0.238
```

Computed properties:
charge: -1
spin multiplicity: 1
relative energy (zero: lowest compared OMol25 entry of this formula, charge and spin): 532.09 kJ/mol

Entry 2:
Below is a molecular structure, C34H32FN3O3PSc, with properties calculated with ωB97M-V/def2-TZVPD.

The geometry in XYZ format:
```
75
Properties=species:S:1:pos:R:3:nbo_charge:R:1
Sc -0.7657 2.9611 1.1255 1.996
C -5.4159 -3.2116 -0.0772 -0.627
C -4.3726 -3.1872 1.0246 -0.209
N -3.3749 -2.1139 0.8304 -0.329
C -3.5429 -0.9619 1.4748 0.188
C -2.7225 0.1388 1.3542 -0.328
C -3.1232 1.3380 2.1789 0.801
O -4.1355 1.3274 2.8255 -0.553
O -2.2958 2.3622 2.1078 -0.863
C -1.6230 0.0781 0.4734 0.522
O -0.7999 1.0267 0.2548 -0.771
C -1.4369 -1.1774 -0.2403 -0.156
C -0.3613 -1.3087 -1.1294 -0.215
C -0.1830 -2.4819 -1.7992 0.411
F 0.8804 -2.6201 -2.6105 -0.321
C -1.0658 -3.5687 -1.6617 0.108
C -2.1241 -3.4403 -0.7861 -0.255
C -2.3149 -2.2562 -0.0563 0.261
N -0.9135 -4.7806 -2.3846 -0.456
C -0.4371 -5.9301 -1.6314 -0.238
C -0.8541 -7.2125 -2.3279 -0.228
N -0.3333 -7.1956 -3.7412 -0.494
C -0.7956 -5.9698 -4.4879 -0.226
C -0.3460 -4.7398 -3.7222 -0.245
H -6.1394 -4.0006 0.1238 0.243
H -4.9776 -3.3928 -1.0583 0.210
H -5.9542 -2.2653 -0.1184 0.233
H -3.8344 -4.1295 1.1199 0.209
H -4.8363 -3.0001 1.9908 0.234
H -4.3927 -0.8916 2.1433 0.262
H 0.3302 -0.4885 -1.2637 0.267
H -2.8237 -4.2588 -0.7107 0.234
H -0.8699 -5.9299 -0.6325 0.250
H 0.6580 -5.9111 -1.5087 0.195
H -1.9378 -7.2842 -2.4039 0.233
H -0.4559 -8.0990 -1.8383 0.246
H -0.6245 -8.0417 -4.2339 0.448
H 0.6903 -7.2075 -3.7232 0.433
H -1.8806 -6.0345 -4.5457 0.235
H -0.3658 -6.0124 -5.4867 0.247
H -0.7017 -3.8583 -4.2533 0.256
H 0.7519 -4.6931 -3.7187 0.203
C 2.0345 1.6366 4.6647 -0.173
C 1.8690 3.0123 4.5868 -0.192
C 1.8130 3.6382 3.3503 -0.218
C 1.9241 2.8871 2.1745 -0.339
C 2.0568 1.4937 2.2668 -0.237
C 2.1296 0.8768 3.5055 -0.200
P 1.7465 3.6177 0.5112 0.764
C 3.3802 3.7670 -0.2343 -0.263
C 4.5189 3.2526 0.3786 -0.227
C 5.7555 3.3959 -0.2347 -0.197
C 5.8571 4.0535 -1.4509 -0.186
C 4.7212 4.5694 -2.0623 -0.185
C 3.4829 4.4234 -1.4609 -0.227
C 1.0290 5.2358 0.8504 -0.360
C 1.7115 6.4434 0.9556 -0.213
C 0.9983 7.5761 1.3162 -0.185
C -0.3618 7.4873 1.5916 -0.214
C -1.0282 6.2713 1.4980 -0.119
C -0.3549 5.1065 1.1128 -0.627
H 2.0835 1.1537 5.6314 0.234
H 1.7890 3.6025 5.4895 0.238
H 1.6905 4.7126 3.2895 0.245
H 2.1194 0.9006 1.3602 0.224
H 2.2564 -0.1956 3.5708 0.224
H 4.4489 2.7559 1.3379 0.219
H 6.6416 3.0037 0.2462 0.228
H 6.8231 4.1712 -1.9231 0.230
H 4.8006 5.0886 -3.0078 0.229
H 2.5997 4.8309 -1.9391 0.224
H 2.7737 6.5022 0.7490 0.228
H 1.4995 8.5321 1.3908 0.229
H -0.9012 8.3792 1.8826 0.227
H -2.0874 6.2407 1.7261 0.206
```

Computed properties:
charge: +2
spin multiplicity: 1

Number 1: highest occupied orbital energy -0.096 hartree, energy -189828.876 eV. Number 2: highest occupied orbital energy -0.450 hartree, energy -79086.080 eV.